[1]
18
Properties=species:S:1:pos:R:3 method="wB97M-V/def2-TZVPD" spin_multiplicity=1 smiles="C[C@@H](C=O)N(C)C" homo_lumo_gap_ha=0.33439 e_tot_ha=-327.00759 de_lowest_ev=3.368 molar_mass_g_mol=101.15 largest_force_ev_per_a=5.60
C -1.62 0.31 -1.14
C -0.40 -0.50 -0.63
C 0.81 -0.34 -1.53
O 0.71 -0.52 -2.80
N -0.05 -0.19 0.84
C 0.08 1.34 1.19
C 1.09 -1.10 1.30
H -2.16 -0.21 -1.99
H -1.49 1.41 -1.13
H -2.31 0.18 -0.21
H -0.72 -1.67 -0.73
H 1.71 0.22 -1.15
H 1.10 1.58 0.95
H -0.64 2.01 0.66
H -0.16 1.35 2.24
H 1.57 -0.72 2.30
H 1.84 -1.04 0.45
H 0.66 -2.11 1.38

[2]
97
Properties=species:S:1:pos:R:3 method="wB97M-V/def2-TZVPD" spin_multiplicity=4 homo_lumo_gap_ha="0.17972 / 0.05721" e_tot_ha=-4283.54565 total_charge=+3 de_lowest_ev=1.748 molar_mass_g_mol=969.43 largest_force_ev_per_a=2.61
V 1.09 0.93 1.59
F -0.70 -1.04 -4.59
C -0.37 -1.82 -3.59
C 0.19 -1.29 -2.48
C 0.47 -2.09 -1.36
C 1.00 -1.47 -0.14
O 1.27 -0.24 -0.11
C 1.18 -2.34 0.95
C 0.98 -3.69 0.81
N 0.53 -4.28 -0.31
C 0.32 -5.73 -0.32
C 1.40 -6.61 0.23
C 1.14 -6.58 -1.25
C 0.20 -3.50 -1.40
C -0.39 -4.04 -2.52
C -0.69 -3.24 -3.66
N -1.26 -3.79 -4.75
C -2.26 -4.87 -4.64
C -2.06 -5.95 -5.69
N -2.06 -5.33 -7.06
C -1.00 -4.26 -7.15
C -1.24 -3.18 -6.10
C 1.63 -1.78 2.27
O 2.37 -2.36 3.00
O 1.06 -0.59 2.49
H 0.40 -0.22 -2.45
H 1.19 -4.35 1.65
H -0.71 -6.00 -0.12
H 1.08 -7.47 0.79
H 2.31 -6.15 0.58
H 0.66 -7.43 -1.71
H 1.88 -6.08 -1.86
H -0.57 -5.11 -2.54
H -3.25 -4.40 -4.75
H -2.24 -5.32 -3.65
H -2.86 -6.69 -5.64
H -1.10 -6.45 -5.57
H -2.98 -4.92 -7.26
H -1.91 -6.04 -7.78
H -1.03 -3.82 -8.15
H -0.04 -4.75 -7.01
H -2.18 -2.66 -6.28
H -0.44 -2.46 -6.19
C -1.61 0.72 3.88
C -0.88 1.99 3.63
N 0.31 2.13 3.03
C 0.62 3.50 3.07
C -0.37 4.15 3.70
N -1.30 3.19 4.05
C -2.58 3.52 4.71
N -3.24 4.57 4.01
N -3.10 5.86 4.48
N -3.69 6.65 3.68
C -4.24 5.89 2.64
C -4.96 6.30 1.52
C -5.34 5.33 0.63
C -5.02 3.97 0.84
C -4.31 3.56 1.95
C -3.94 4.56 2.85
H -2.45 0.61 3.19
H -2.00 0.70 4.90
H -0.95 -0.12 3.75
H 1.51 3.89 2.62
H -0.51 5.19 3.94
H -2.38 3.88 5.71
H -3.20 2.63 4.74
H -5.22 7.34 1.38
H -5.90 5.61 -0.26
H -5.33 3.24 0.11
H -4.05 2.51 2.09
C 3.38 1.70 4.16
P 3.34 1.37 2.38
C 4.60 0.09 2.16
C 4.02 2.82 1.54
C 4.10 2.79 0.15
C 4.68 3.84 -0.53
C 5.17 4.94 0.16
C 5.07 4.98 1.54
C 4.50 3.93 2.24
H 2.78 2.57 4.42
H 4.41 1.86 4.48
H 2.98 0.83 4.68
H 5.54 0.47 2.55
H 4.74 -0.13 1.10
H 4.33 -0.82 2.69
H 3.70 1.94 -0.40
H 4.74 3.82 -1.61
H 5.61 5.77 -0.37
H 5.46 5.84 2.09
H 4.44 3.97 3.32
F 1.04 2.50 0.34
Sb -0.68 2.22 -0.65
F 0.47 1.62 -1.98
F -0.99 0.70 0.57
F -1.46 3.07 0.81
F -2.16 1.53 -1.54
F -0.68 3.89 -1.44

Copy entry 2 word for word.
97
Properties=species:S:1:pos:R:3 method="wB97M-V/def2-TZVPD" spin_multiplicity=4 homo_lumo_gap_ha="0.17972 / 0.05721" e_tot_ha=-4283.54565 total_charge=+3 de_lowest_ev=1.748 molar_mass_g_mol=969.43 largest_force_ev_per_a=2.61
V 1.09 0.93 1.59
F -0.70 -1.04 -4.59
C -0.37 -1.82 -3.59
C 0.19 -1.29 -2.48
C 0.47 -2.09 -1.36
C 1.00 -1.47 -0.14
O 1.27 -0.24 -0.11
C 1.18 -2.34 0.95
C 0.98 -3.69 0.81
N 0.53 -4.28 -0.31
C 0.32 -5.73 -0.32
C 1.40 -6.61 0.23
C 1.14 -6.58 -1.25
C 0.20 -3.50 -1.40
C -0.39 -4.04 -2.52
C -0.69 -3.24 -3.66
N -1.26 -3.79 -4.75
C -2.26 -4.87 -4.64
C -2.06 -5.95 -5.69
N -2.06 -5.33 -7.06
C -1.00 -4.26 -7.15
C -1.24 -3.18 -6.10
C 1.63 -1.78 2.27
O 2.37 -2.36 3.00
O 1.06 -0.59 2.49
H 0.40 -0.22 -2.45
H 1.19 -4.35 1.65
H -0.71 -6.00 -0.12
H 1.08 -7.47 0.79
H 2.31 -6.15 0.58
H 0.66 -7.43 -1.71
H 1.88 -6.08 -1.86
H -0.57 -5.11 -2.54
H -3.25 -4.40 -4.75
H -2.24 -5.32 -3.65
H -2.86 -6.69 -5.64
H -1.10 -6.45 -5.57
H -2.98 -4.92 -7.26
H -1.91 -6.04 -7.78
H -1.03 -3.82 -8.15
H -0.04 -4.75 -7.01
H -2.18 -2.66 -6.28
H -0.44 -2.46 -6.19
C -1.61 0.72 3.88
C -0.88 1.99 3.63
N 0.31 2.13 3.03
C 0.62 3.50 3.07
C -0.37 4.15 3.70
N -1.30 3.19 4.05
C -2.58 3.52 4.71
N -3.24 4.57 4.01
N -3.10 5.86 4.48
N -3.69 6.65 3.68
C -4.24 5.89 2.64
C -4.96 6.30 1.52
C -5.34 5.33 0.63
C -5.02 3.97 0.84
C -4.31 3.56 1.95
C -3.94 4.56 2.85
H -2.45 0.61 3.19
H -2.00 0.70 4.90
H -0.95 -0.12 3.75
H 1.51 3.89 2.62
H -0.51 5.19 3.94
H -2.38 3.88 5.71
H -3.20 2.63 4.74
H -5.22 7.34 1.38
H -5.90 5.61 -0.26
H -5.33 3.24 0.11
H -4.05 2.51 2.09
C 3.38 1.70 4.16
P 3.34 1.37 2.38
C 4.60 0.09 2.16
C 4.02 2.82 1.54
C 4.10 2.79 0.15
C 4.68 3.84 -0.53
C 5.17 4.94 0.16
C 5.07 4.98 1.54
C 4.50 3.93 2.24
H 2.78 2.57 4.42
H 4.41 1.86 4.48
H 2.98 0.83 4.68
H 5.54 0.47 2.55
H 4.74 -0.13 1.10
H 4.33 -0.82 2.69
H 3.70 1.94 -0.40
H 4.74 3.82 -1.61
H 5.61 5.77 -0.37
H 5.46 5.84 2.09
H 4.44 3.97 3.32
F 1.04 2.50 0.34
Sb -0.68 2.22 -0.65
F 0.47 1.62 -1.98
F -0.99 0.70 0.57
F -1.46 3.07 0.81
F -2.16 1.53 -1.54
F -0.68 3.89 -1.44

Please write out number 2 again, unchanged.
97
Properties=species:S:1:pos:R:3 method="wB97M-V/def2-TZVPD" spin_multiplicity=4 homo_lumo_gap_ha="0.17972 / 0.05721" e_tot_ha=-4283.54565 total_charge=+3 de_lowest_ev=1.748 molar_mass_g_mol=969.43 largest_force_ev_per_a=2.61
V 1.09 0.93 1.59
F -0.70 -1.04 -4.59
C -0.37 -1.82 -3.59
C 0.19 -1.29 -2.48
C 0.47 -2.09 -1.36
C 1.00 -1.47 -0.14
O 1.27 -0.24 -0.11
C 1.18 -2.34 0.95
C 0.98 -3.69 0.81
N 0.53 -4.28 -0.31
C 0.32 -5.73 -0.32
C 1.40 -6.61 0.23
C 1.14 -6.58 -1.25
C 0.20 -3.50 -1.40
C -0.39 -4.04 -2.52
C -0.69 -3.24 -3.66
N -1.26 -3.79 -4.75
C -2.26 -4.87 -4.64
C -2.06 -5.95 -5.69
N -2.06 -5.33 -7.06
C -1.00 -4.26 -7.15
C -1.24 -3.18 -6.10
C 1.63 -1.78 2.27
O 2.37 -2.36 3.00
O 1.06 -0.59 2.49
H 0.40 -0.22 -2.45
H 1.19 -4.35 1.65
H -0.71 -6.00 -0.12
H 1.08 -7.47 0.79
H 2.31 -6.15 0.58
H 0.66 -7.43 -1.71
H 1.88 -6.08 -1.86
H -0.57 -5.11 -2.54
H -3.25 -4.40 -4.75
H -2.24 -5.32 -3.65
H -2.86 -6.69 -5.64
H -1.10 -6.45 -5.57
H -2.98 -4.92 -7.26
H -1.91 -6.04 -7.78
H -1.03 -3.82 -8.15
H -0.04 -4.75 -7.01
H -2.18 -2.66 -6.28
H -0.44 -2.46 -6.19
C -1.61 0.72 3.88
C -0.88 1.99 3.63
N 0.31 2.13 3.03
C 0.62 3.50 3.07
C -0.37 4.15 3.70
N -1.30 3.19 4.05
C -2.58 3.52 4.71
N -3.24 4.57 4.01
N -3.10 5.86 4.48
N -3.69 6.65 3.68
C -4.24 5.89 2.64
C -4.96 6.30 1.52
C -5.34 5.33 0.63
C -5.02 3.97 0.84
C -4.31 3.56 1.95
C -3.94 4.56 2.85
H -2.45 0.61 3.19
H -2.00 0.70 4.90
H -0.95 -0.12 3.75
H 1.51 3.89 2.62
H -0.51 5.19 3.94
H -2.38 3.88 5.71
H -3.20 2.63 4.74
H -5.22 7.34 1.38
H -5.90 5.61 -0.26
H -5.33 3.24 0.11
H -4.05 2.51 2.09
C 3.38 1.70 4.16
P 3.34 1.37 2.38
C 4.60 0.09 2.16
C 4.02 2.82 1.54
C 4.10 2.79 0.15
C 4.68 3.84 -0.53
C 5.17 4.94 0.16
C 5.07 4.98 1.54
C 4.50 3.93 2.24
H 2.78 2.57 4.42
H 4.41 1.86 4.48
H 2.98 0.83 4.68
H 5.54 0.47 2.55
H 4.74 -0.13 1.10
H 4.33 -0.82 2.69
H 3.70 1.94 -0.40
H 4.74 3.82 -1.61
H 5.61 5.77 -0.37
H 5.46 5.84 2.09
H 4.44 3.97 3.32
F 1.04 2.50 0.34
Sb -0.68 2.22 -0.65
F 0.47 1.62 -1.98
F -0.99 0.70 0.57
F -1.46 3.07 0.81
F -2.16 1.53 -1.54
F -0.68 3.89 -1.44